[1]
Formula: C5H8N2
Source: the OMol25 dataset
Level of theory: ωB97M-V with the def2-TZVPD basis set

Geometry as ORCA input:
```
! RIJCOSX wB97M-V def2-TZVPD def2/J DEFGRID3
* xyz 0 1
C -1.547 -0.312 -0.176
C -0.271 -0.162 -1.011
C 0.738 0.926 -0.731
C 0.380 1.887 0.296
N 0.038 2.707 1.039
N 1.040 -0.471 -0.477
C 1.084 -0.996 0.873
H -1.421 -0.329 0.911
H -2.235 0.513 -0.368
H -2.042 -1.254 -0.433
H -0.399 -0.444 -2.056
H 1.359 1.373 -1.510
H 0.160 -0.789 1.412
H 1.915 -0.568 1.435
H 1.202 -2.081 0.795
*
```

Computed properties:
Gap between HOMO and LUMO = 0.386 Eh
Energy above the lowest of the compared OMol25 structures with the same formula, charge and spin = 1.873 eV
Highest occupied orbital energy = -9.6 eV
Structure (SMILES) = C[C@H]1[C@@H](C#N)N1C

From a Löwdin analysis of the wavefunction, the atomic charges in e read: atom 1 (C): -0.05, atom 2 (C): -0.26, atom 3 (C): -0.23, atom 4 (C): -0.19, atom 5 (N): 0.16, atom 6 (N): -0.08, atom 7 (C): -0.08, atom 8 (H): 0.06, atom 9 (H): 0.08, atom 10 (H): 0.08, atom 11 (H): 0.13, atom 12 (H): 0.14, atom 13 (H): 0.06, atom 14 (H): 0.09, atom 15 (H): 0.09

[2]
Formula: C5H8N2
Source: the OMol25 dataset
Level of theory: ωB97M-V with the def2-TZVPD basis set

Geometry as ORCA input:
```
! RIJCOSX wB97M-V def2-TZVPD def2/J DEFGRID3
* xyz 0 1
C -1.313 -0.971 -1.633
N -0.432 -0.258 -0.743
C -0.365 1.097 -0.665
C 0.318 1.420 0.493
C 0.764 0.203 1.061
N 1.653 0.148 2.163
C 0.197 -0.819 0.351
H -1.246 -0.557 -2.641
H -1.026 -2.024 -1.666
H -2.347 -0.890 -1.279
H -0.737 1.685 -1.498
H 0.011 2.096 1.268
H 1.989 1.096 2.330
H 2.470 -0.368 1.851
H 0.064 -1.857 0.608
*
```

Computed properties:
Gap between HOMO and LUMO = 0.320 Eh
Energy above the lowest of the compared OMol25 structures with the same formula, charge and spin = 1.425 eV
Highest occupied orbital energy = -7.7 eV
Structure (SMILES) = Cn1ccc(N)c1

From a Löwdin analysis of the wavefunction, the atomic charges in e read: atom 1 (C): -0.04, atom 2 (N): -0.19, atom 3 (C): -0.10, atom 4 (C): -0.07, atom 5 (C): -0.37, atom 6 (N): 0.06, atom 7 (C): -0.05, atom 8 (H): 0.09, atom 9 (H): 0.09, atom 10 (H): 0.09, atom 11 (H): 0.12, atom 12 (H): 0.10, atom 13 (H): 0.08, atom 14 (H): 0.08, atom 15 (H): 0.12

[3]
Formula: C5H8N2
Source: the OMol25 dataset
Level of theory: ωB97M-V with the def2-TZVPD basis set

Geometry as ORCA input:
```
! RIJCOSX wB97M-V def2-TZVPD def2/J DEFGRID3
* xyz 0 1
C 2.312 0.252 0.006
N 0.902 -0.057 -0.016
C 0.366 -1.296 0.168
C -1.003 -1.184 0.203
C -1.314 0.195 0.037
N -2.613 0.743 0.071
C -0.121 0.868 -0.093
H 2.877 -0.651 -0.237
H 2.541 1.015 -0.745
H 2.631 0.615 0.991
H 1.006 -2.164 0.257
H -1.711 -1.993 0.334
H -3.291 0.105 -0.328
H -2.672 1.630 -0.413
H 0.088 1.921 -0.233
*
```

Computed properties:
Gap between HOMO and LUMO = 0.312 Eh
Energy above the lowest of the compared OMol25 structures with the same formula, charge and spin = 0.456 eV
Highest occupied orbital energy = -7.4 eV
Structure (SMILES) = Cn1ccc(N)c1

From a Löwdin analysis of the wavefunction, the atomic charges in e read: atom 1 (C): -0.04, atom 2 (N): -0.19, atom 3 (C): -0.11, atom 4 (C): -0.05, atom 5 (C): -0.35, atom 6 (N): 0.07, atom 7 (C): -0.06, atom 8 (H): 0.09, atom 9 (H): 0.09, atom 10 (H): 0.09, atom 11 (H): 0.11, atom 12 (H): 0.10, atom 13 (H): 0.08, atom 14 (H): 0.08, atom 15 (H): 0.12

[4]
Formula: C5H8N2
Source: the OMol25 dataset
Level of theory: ωB97M-V with the def2-TZVPD basis set

Geometry as ORCA input:
```
! RIJCOSX wB97M-V def2-TZVPD def2/J DEFGRID3
* xyz 0 1
C 1.896 0.834 0.766
C 0.863 -0.110 0.243
N 0.985 -1.159 -0.430
H 2.891 0.394 0.692
H 1.694 1.080 1.812
H 1.873 1.764 0.192
C -0.774 -1.619 -0.503
C -0.646 0.035 0.438
C -1.275 1.114 -0.135
N -1.426 -1.673 -1.589
H -1.307 -0.819 -2.138
H -0.813 -2.459 0.193
H -0.941 -0.415 1.386
H -2.289 1.025 -0.509
H -0.732 2.008 -0.418
*
```

Computed properties:
Gap between HOMO and LUMO (alpha / beta) = 0.280 / 0.279 Eh
Energy above the lowest of the compared OMol25 structures with the same formula, charge and spin = 5.155 eV
Highest occupied orbital energy (alpha / beta) = -8.4 / -8.5 eV

From a Löwdin analysis of the wavefunction, the atomic charges in e read: atom 1 (C): -0.03, atom 2 (C): -0.43, atom 3 (N): 0.19, atom 4 (H): 0.08, atom 5 (H): 0.08, atom 6 (H): 0.08, atom 7 (C): -0.27, atom 8 (C): -0.25, atom 9 (C): 0.05, atom 10 (N): 0.07, atom 11 (H): 0.05, atom 12 (H): 0.10, atom 13 (H): 0.14, atom 14 (H): 0.07, atom 15 (H): 0.06

[5]
Formula: C5H8N2
Source: the OMol25 dataset
Level of theory: ωB97M-V with the def2-TZVPD basis set

Geometry as ORCA input:
```
! RIJCOSX wB97M-V def2-TZVPD def2/J DEFGRID3
* xyz 0 1
C 0.775 -1.039 -1.037
C 0.002 -0.239 0.007
C 0.780 -0.098 1.313
N -0.294 1.098 -0.588
C -1.420 -0.746 0.098
C -1.424 1.777 -0.296
N -2.389 2.380 -0.057
H 0.926 -2.058 -0.669
H 1.757 -0.599 -1.246
H 0.187 -1.108 -1.957
H 1.805 0.242 1.127
H 0.293 0.613 1.986
H 0.834 -1.070 1.818
H -0.017 1.194 -1.558
H -1.815 -0.346 1.060
*
```

Computed properties:
Gap between HOMO and LUMO (alpha / beta) = 0.309 / 0.309 Eh
Energy above the lowest of the compared OMol25 structures with the same formula, charge and spin = 4.829 eV
Highest occupied orbital energy (alpha / beta) = -9.3 / -9.3 eV

From a Löwdin analysis of the wavefunction, the atomic charges in e read: atom 1 (C): -0.07, atom 2 (C): -0.69, atom 3 (C): -0.04, atom 4 (N): 0.07, atom 5 (C): 0.24, atom 6 (C): -0.34, atom 7 (N): 0.15, atom 8 (H): 0.09, atom 9 (H): 0.09, atom 10 (H): 0.08, atom 11 (H): 0.08, atom 12 (H): 0.08, atom 13 (H): 0.09, atom 14 (H): 0.14, atom 15 (H): 0.02

[6]
Formula: C5H8N2
Source: the OMol25 dataset
Level of theory: ωB97M-V with the def2-TZVPD basis set

Geometry as ORCA input:
```
! RIJCOSX wB97M-V def2-TZVPD def2/J DEFGRID3
* xyz 0 1
C -1.749 0.297 0.340
C -0.454 -0.165 -0.290
C 0.794 0.660 -0.338
C 0.105 1.777 -0.927
N -0.620 1.825 -1.877
N 0.548 -0.222 0.801
C 1.524 -1.307 0.860
H -1.571 1.018 1.150
H -2.420 0.736 -0.400
H -2.241 -0.579 0.778
H -0.781 0.408 -1.738
H 1.576 0.340 -1.028
H 1.790 -1.688 -0.136
H 1.070 -2.127 1.423
H 2.429 -0.974 1.382
*
```

Computed properties:
Gap between HOMO and LUMO (alpha / beta) = 0.320 / 0.320 Eh
Energy above the lowest of the compared OMol25 structures with the same formula, charge and spin = 7.652 eV
Highest occupied orbital energy (alpha / beta) = -9.1 / -9.1 eV

From a Löwdin analysis of the wavefunction, the atomic charges in e read: atom 1 (C): -0.09, atom 2 (C): -0.27, atom 3 (C): -0.26, atom 4 (C): -0.16, atom 5 (N): 0.10, atom 6 (N): -0.07, atom 7 (C): -0.09, atom 8 (H): 0.09, atom 9 (H): 0.07, atom 10 (H): 0.08, atom 11 (H): 0.21, atom 12 (H): 0.15, atom 13 (H): 0.08, atom 14 (H): 0.09, atom 15 (H): 0.09

[7]
Formula: C5H8N2
Source: the OMol25 dataset
Level of theory: ωB97M-V with the def2-TZVPD basis set

Geometry as ORCA input:
```
! RIJCOSX wB97M-V def2-TZVPD def2/J DEFGRID3
* xyz 0 1
C -0.800 -1.604 -1.738
N -0.428 -0.763 -0.783
C -1.421 -0.212 0.114
C -0.873 0.716 0.884
C 0.589 0.882 0.523
N 1.479 0.844 1.688
C 0.762 -0.234 -0.460
H 0.680 1.860 0.011
H -0.057 -1.952 -2.442
H -1.839 -1.889 -1.804
H -2.430 -0.600 0.051
H -1.371 1.282 1.661
H 1.782 1.785 1.923
H 2.306 0.301 1.463
H 1.621 -0.416 -1.092
*
```

Computed properties:
Gap between HOMO and LUMO = 0.274 Eh
Energy above the lowest of the compared OMol25 structures with the same formula, charge and spin = 3.017 eV
Highest occupied orbital energy = -6.6 eV

From a Löwdin analysis of the wavefunction, the atomic charges in e read: atom 1 (C): -0.01, atom 2 (N): -0.21, atom 3 (C): -0.04, atom 4 (C): -0.01, atom 5 (C): -0.40, atom 6 (N): 0.03, atom 7 (C): -0.08, atom 8 (H): 0.14, atom 9 (H): 0.06, atom 10 (H): 0.05, atom 11 (H): 0.12, atom 12 (H): 0.11, atom 13 (H): 0.07, atom 14 (H): 0.06, atom 15 (H): 0.11

[8]
Formula: C5H8N2
Source: the OMol25 dataset
Level of theory: ωB97M-V with the def2-TZVPD basis set

Geometry as ORCA input:
```
! RIJCOSX wB97M-V def2-TZVPD def2/J DEFGRID3
* xyz 0 1
C -0.537 1.060 -0.024
C -0.218 -0.397 -0.209
C 1.277 -0.267 -0.474
C 1.226 1.077 0.143
N 1.828 2.012 0.728
C -0.820 -1.468 0.594
N -1.011 -1.399 -0.863
H -0.858 1.572 -0.947
H -1.307 1.294 0.754
H 0.782 2.228 0.760
H 1.483 -0.178 -1.544
H 1.941 -0.999 -0.016
H -1.656 -1.218 1.245
H -0.201 -2.293 0.936
H -1.929 -1.023 -1.082
*
```

Computed properties:
Gap between HOMO and LUMO = 0.374 Eh
Energy above the lowest of the compared OMol25 structures with the same formula, charge and spin = 4.476 eV
Highest occupied orbital energy = -9.3 eV

From a Löwdin analysis of the wavefunction, the atomic charges in e read: atom 1 (C): -0.03, atom 2 (C): -0.55, atom 3 (C): -0.05, atom 4 (C): -0.32, atom 5 (N): 0.16, atom 6 (C): -0.10, atom 7 (N): 0.06, atom 8 (H): 0.10, atom 9 (H): 0.11, atom 10 (H): 0.05, atom 11 (H): 0.13, atom 12 (H): 0.12, atom 13 (H): 0.11, atom 14 (H): 0.10, atom 15 (H): 0.09

[9]
Formula: C5H8N2
Source: the OMol25 dataset
Level of theory: ωB97M-V with the def2-TZVPD basis set

Geometry as ORCA input:
```
! RIJCOSX wB97M-V def2-TZVPD def2/J DEFGRID3
* xyz 0 1
C -0.521 1.082 0.118
C -0.075 -0.344 -0.169
C 1.437 -0.261 -0.353
C 1.893 1.074 0.208
N 0.766 1.718 0.433
C -0.754 -1.498 0.457
N -0.853 -1.260 -0.987
H -0.972 1.559 -0.761
H -1.220 1.165 0.955
H 0.772 2.668 0.782
H 1.699 -0.282 -1.420
H 1.977 -1.093 0.112
H -1.629 -1.312 1.080
H -0.174 -2.373 0.741
H -1.760 -0.863 -1.220
*
```

Computed properties:
Gap between HOMO and LUMO = 0.332 Eh
Energy above the lowest of the compared OMol25 structures with the same formula, charge and spin = 2.971 eV
Highest occupied orbital energy = -8.2 eV

From a Löwdin analysis of the wavefunction, the atomic charges in e read: atom 1 (C): -0.10, atom 2 (C): -0.47, atom 3 (C): -0.15, atom 4 (C): -0.05, atom 5 (N): -0.05, atom 6 (C): -0.11, atom 7 (N): 0.06, atom 8 (H): 0.12, atom 9 (H): 0.12, atom 10 (H): 0.12, atom 11 (H): 0.11, atom 12 (H): 0.10, atom 13 (H): 0.11, atom 14 (H): 0.10, atom 15 (H): 0.09

[10]
Formula: C5H8N2
Source: the OMol25 dataset
Level of theory: ωB97M-V with the def2-TZVPD basis set

Geometry as ORCA input:
```
! RIJCOSX wB97M-V def2-TZVPD def2/J DEFGRID3
* xyz 0 1
C -0.829 1.445 0.105
C -0.122 0.094 0.120
C -1.078 -1.058 0.406
N 0.627 -0.153 -1.135
C 1.181 0.154 0.903
C 1.955 -0.250 -0.674
N 3.066 -0.657 -0.745
H -1.323 1.630 1.064
H -1.597 1.455 -0.679
H -0.114 2.255 -0.072
H -1.923 -1.062 -0.291
H -0.560 -2.019 0.322
H -1.474 -0.962 1.424
H 0.557 0.606 -1.812
H 1.300 -0.713 1.582
*
```

Computed properties:
Gap between HOMO and LUMO (alpha / beta) = 0.283 / 0.292 Eh
Energy above the lowest of the compared OMol25 structures with the same formula, charge and spin = 5.264 eV
Highest occupied orbital energy (alpha / beta) = -8.8 / -9.1 eV

From a Löwdin analysis of the wavefunction, the atomic charges in e read: atom 1 (C): -0.04, atom 2 (C): -0.64, atom 3 (C): -0.05, atom 4 (N): 0.08, atom 5 (C): 0.16, atom 6 (C): -0.43, atom 7 (N): 0.20, atom 8 (H): 0.09, atom 9 (H): 0.09, atom 10 (H): 0.09, atom 11 (H): 0.08, atom 12 (H): 0.09, atom 13 (H): 0.09, atom 14 (H): 0.13, atom 15 (H): 0.07

[11]
Formula: C5H8N2
Source: the OMol25 dataset
Level of theory: ωB97M-V with the def2-TZVPD basis set

Geometry as ORCA input:
```
! RIJCOSX wB97M-V def2-TZVPD def2/J DEFGRID3
* xyz 0 1
N -0.631 -0.604 -1.925
C -0.505 -0.622 -0.477
C -0.110 -1.949 0.074
N 0.237 -2.968 0.497
C 0.504 0.395 0.021
C 0.533 0.681 1.491
C 0.070 1.737 0.526
H -1.332 -1.275 -2.226
H 0.246 -0.887 -2.352
H -1.486 -0.377 -0.051
H 1.465 0.345 -0.489
H -0.222 0.192 2.102
H 1.500 0.772 1.976
H 0.721 2.584 0.330
H -0.990 1.976 0.502
*
```

Computed properties:
Gap between HOMO and LUMO = 0.415 Eh
Energy above the lowest of the compared OMol25 structures with the same formula, charge and spin = 1.276 eV
Highest occupied orbital energy = -10.4 eV
Structure (SMILES) = N#C[C@H](N)C1CC1

From a Löwdin analysis of the wavefunction, the atomic charges in e read: atom 1 (N): 0.05, atom 2 (C): -0.38, atom 3 (C): -0.18, atom 4 (N): 0.14, atom 5 (C): -0.29, atom 6 (C): -0.12, atom 7 (C): -0.11, atom 8 (H): 0.08, atom 9 (H): 0.08, atom 10 (H): 0.15, atom 11 (H): 0.14, atom 12 (H): 0.11, atom 13 (H): 0.10, atom 14 (H): 0.10, atom 15 (H): 0.10

[12]
Formula: C5H8N2
Source: the OMol25 dataset
Level of theory: ωB97M-V with the def2-TZVPD basis set

Geometry as ORCA input:
```
! RIJCOSX wB97M-V def2-TZVPD def2/J DEFGRID3
* xyz 0 1
C -1.118 1.543 -0.539
N -0.495 0.772 -1.571
C -0.296 -1.559 0.246
C 0.416 -0.077 -1.296
C 1.762 -0.130 0.921
N -1.083 -1.526 1.219
C 0.906 -0.525 0.008
H -1.015 -0.705 1.822
H -0.311 -2.438 -0.395
H 0.852 -0.597 -2.146
H -0.522 1.647 0.374
H -2.070 1.079 -0.269
H -1.349 2.527 -0.943
H 1.811 -0.620 1.884
H 2.512 0.610 0.686
*
```

Computed properties:
Gap between HOMO and LUMO = 0.373 Eh
Energy above the lowest of the compared OMol25 structures with the same formula, charge and spin = 2.762 eV
Highest occupied orbital energy = -9.4 eV
Structure (SMILES) = [H]/N=C\C(=C)/C=N\C

From a Löwdin analysis of the wavefunction, the atomic charges in e read: atom 1 (C): -0.14, atom 2 (N): 0.00, atom 3 (C): -0.20, atom 4 (C): -0.20, atom 5 (C): 0.06, atom 6 (N): 0.11, atom 7 (C): -0.26, atom 8 (H): 0.05, atom 9 (H): 0.11, atom 10 (H): 0.11, atom 11 (H): 0.07, atom 12 (H): 0.08, atom 13 (H): 0.07, atom 14 (H): 0.07, atom 15 (H): 0.07